This record from the OMol25 dataset describes a 4-piece molecular cluster, C25H32N2O2P overall. The level of theory is the ωB97M-V functional and the def2-TZVPD basis.

```
62
Properties=species:S:1:pos:R:3
C -2.285 2.465 1.876
H -2.151 5.160 -0.011
H 0.964 1.764 -2.959
H 0.533 -4.031 -1.590
H -2.634 2.700 -0.334
N -0.101 6.376 3.428
C -2.836 3.164 0.629
C 2.338 -1.875 0.718
C 1.293 -6.011 -1.930
C 1.167 2.789 1.897
C 0.671 -1.274 2.344
H -0.643 1.892 0.543
H 1.476 -6.209 -0.880
H -1.277 -1.488 -4.611
C -0.141 0.196 -3.926
H 2.021 0.124 1.418
H 2.816 3.077 3.178
C -1.143 -1.439 -2.470
H 0.651 -5.313 -5.672
C -2.158 3.635 2.871
H -0.812 -1.148 -0.368
H 3.134 -1.592 0.041
C 0.266 -2.601 2.421
C 0.530 -4.542 -3.673
H -1.102 0.669 1.697
C -0.891 -0.959 -3.749
O 1.460 2.652 0.740
C 1.911 3.617 2.896
H -0.548 -2.883 3.076
H -1.723 -2.343 -2.331
H 0.168 -0.522 2.941
O 0.109 2.110 2.451
H 0.533 0.899 -0.686
H 0.057 0.563 -4.925
C 0.122 0.386 -1.545
H -2.522 6.944 3.071
N -2.251 4.517 0.769
P -1.323 6.484 2.503
C -0.954 1.741 1.577
C 0.829 -5.509 -4.622
C 1.942 -3.202 0.805
C -0.635 -0.766 -1.368
C 0.906 -3.565 1.655
H 1.591 -7.485 -4.963
H 0.756 6.802 3.098
H 2.000 -7.933 -2.569
H 0.119 -3.588 -3.976
H -3.025 1.740 2.207
C 1.589 -6.981 -2.878
H -1.263 7.106 1.241
H 2.207 4.549 2.421
H 1.337 3.811 3.796
C 1.710 -0.910 1.493
H -3.920 3.291 0.711
H 0.595 -4.600 1.717
C 1.359 -6.729 -4.224
H 2.438 -3.953 0.203
C 0.368 0.870 -2.823
C 0.763 -4.791 -2.327
H -3.098 3.810 3.409
H -1.351 3.526 3.592
C -1.943 4.814 1.978
```

Properties
HOMO level: -10.66 eV
Largest force on an atom: 0.89 eV Å⁻¹
Total energy: -42800.33556 eV
2S+1: 1
Net charge: +1
Frontier orbital gap: 5.91 eV